No. 1
129
Properties=species:S:1:pos:R:3:forces:R:3 method="wB97M-V/def2-TZVPD" lumo_ev=-2.679 gap_ev=9.32 total_charge=+1 homo_energy_ev=-11.995 e_tot_ev=-77746.1642
C -0.846532 -0.828990 -3.588348 -7.2 -2.6 2.2
C -1.862431 -0.312898 -2.504487 0.4 2.6 1.7
C -1.393574 -0.489470 -1.041693 0.7 -1.6 0.4
C 0.039247 -0.051499 -0.711237 3.1 -11.1 -0.3
N 0.461651 -0.348529 0.754023 2.0 2.6 -0.8
C 1.910878 -0.074264 1.068445 2.6 -0.3 -4.3
C 2.460117 -1.047649 2.003813 -0.1 -4.2 2.4
C 1.271550 -2.073473 2.297472 -1.0 3.5 -2.3
C 0.318012 -1.753618 1.068423 -0.6 -2.4 0.0
C -0.268092 0.580955 1.715460 -1.3 2.2 -4.9
C -0.365096 2.141583 1.344019 -5.5 -1.5 2.1
C -0.818887 3.103582 2.560122 6.3 0.0 0.2
H -1.527806 -0.681620 -4.381551 0.1 0.1 -2.0
H -0.965057 -1.893580 -3.410338 0.9 -0.5 -0.3
H 0.084065 -0.549578 -3.756535 4.1 1.8 -0.1
H -2.883478 -0.762452 -2.433762 1.0 -0.4 -1.0
H -2.104594 0.755491 -2.692700 0.4 -0.4 0.1
H -1.525093 -1.547175 -0.895819 0.3 -0.9 0.2
H -2.031771 -0.115043 -0.223493 -0.2 0.6 -0.8
H -0.027324 0.829529 -0.821803 -0.2 12.4 -0.8
H 1.030980 -0.295794 -1.466582 -3.1 -0.2 2.2
H 2.091589 0.759037 1.637488 -0.7 3.1 0.4
H 2.621966 0.029189 0.132433 -2.4 -0.4 1.7
H 2.849515 -0.627159 2.933105 -1.0 0.4 0.2
H 3.336846 -1.659446 1.844778 0.0 0.1 -1.6
H 0.806055 -1.592939 3.130962 -0.6 -1.1 1.2
H 1.486115 -3.104314 2.220164 0.3 -0.9 0.7
H -0.801960 -1.964275 1.125620 1.6 -0.1 0.4
H 0.722848 -2.329955 0.185444 -0.5 0.6 0.8
H 0.065947 0.449699 2.609640 3.0 -0.7 5.5
H -1.098071 0.001225 1.757337 -3.9 -0.4 0.2
H -1.259353 2.255254 0.693478 1.8 0.3 -1.0
H 0.558022 2.521178 1.349062 3.7 1.2 -2.3
H -1.728012 2.977610 2.817690 -6.4 -1.9 2.0
H -0.872253 4.258809 2.599021 1.3 -1.7 -1.3
H -0.112145 2.732016 3.369489 -1.1 1.0 -0.2
O 4.531209 0.112444 0.141755 0.3 3.2 3.9
H 4.199139 1.005136 0.541869 1.1 -2.4 -1.5
H 4.216033 -0.001176 -0.744305 0.1 0.4 -0.7
O 4.092543 2.487493 1.476793 -6.9 1.1 1.6
H 4.884248 2.891802 1.529439 4.7 2.0 0.2
H 3.443532 3.220027 1.929552 2.2 -2.8 -1.5
O -5.060914 -2.687084 -0.707341 2.1 0.0 0.1
H -5.291744 -2.288561 -1.573269 0.5 -0.7 0.4
H -4.080621 -3.091911 -0.724941 -2.9 0.9 -0.6
O -3.362455 -4.018943 1.840423 1.0 2.2 2.6
H -2.815045 -3.347837 2.417409 -0.9 -1.7 -1.6
H -4.184548 -3.918853 2.357308 0.0 -0.5 -0.8
O -2.151625 -2.045525 3.519510 1.8 -1.3 -0.2
H -1.653354 -2.327931 4.308646 -0.3 0.1 -0.4
H -2.804237 -1.447618 3.799968 -1.4 1.2 0.6
O 5.621882 -2.317148 3.522972 0.7 -3.2 0.2
H 5.338275 -1.437829 3.553976 -0.2 2.4 -0.2
H 6.580079 -2.383966 3.414394 -0.4 0.5 0.1
O 2.076640 -2.656204 -2.395935 4.5 3.0 -4.1
H 2.194328 -2.836855 -3.393749 -1.1 -0.1 2.4
H 1.438129 -3.096125 -1.952315 -3.2 -2.6 1.7
O -2.782907 -4.005743 -0.713544 -0.2 1.3 -13.1
H -2.678270 -4.150582 0.098127 1.6 -2.8 10.6
H -2.374049 -4.638662 -1.395467 -0.9 1.4 2.4
O -1.181545 3.120878 -3.387307 2.2 -1.6 -5.0
H -0.249956 3.072102 -3.884108 -3.2 0.1 1.2
H -0.841759 3.416387 -2.596451 0.8 1.5 3.8
O 1.567486 2.373204 -4.326615 -2.3 -2.1 0.3
H 1.332917 1.618926 -4.907391 -0.6 0.4 0.6
H 2.318997 2.634604 -4.775540 2.8 1.7 -1.3
O 2.064675 3.599274 -0.782472 2.8 -7.9 2.9
H 2.636738 4.229790 -0.836605 6.2 5.7 -1.0
H 2.325556 2.749945 -1.220436 0.7 0.1 0.3
O -5.393418 -1.920626 -3.416748 -2.4 -1.9 -0.4
H -6.272186 -2.078046 -3.941036 2.8 1.2 1.3
H -4.886296 -1.126120 -3.560408 -0.6 1.3 -0.8
O -3.151672 1.567323 4.523301 0.1 -0.7 0.6
H -3.421155 0.743703 4.933251 -0.4 -0.9 -0.6
H -3.051966 2.003533 5.366137 0.3 1.4 0.2
O 1.590929 -2.646590 -5.538495 1.2 1.4 0.7
H 1.694415 -1.667986 -5.548769 0.0 -1.0 -0.1
H 0.724235 -2.768038 -5.891707 -1.1 -0.3 -0.4
O 1.580893 5.138599 1.839348 -0.1 2.4 1.1
H 1.907771 4.536029 1.212354 0.7 -1.0 -1.6
H 2.046473 6.014159 1.767316 -0.6 -1.4 -0.2
O -4.838699 2.314999 2.428122 0.9 -1.7 -0.1
H -4.841625 1.607714 1.735493 -0.2 0.7 0.5
H -4.222833 1.937484 3.107386 -0.8 0.5 -0.5
O 3.156436 -5.018065 2.091932 2.1 -0.9 -1.0
H 4.045665 -4.966810 1.653451 -1.1 1.0 0.1
H 3.304204 -5.926242 2.391566 -0.9 -0.1 0.4
O -4.446959 4.901981 2.957979 0.3 1.3 -1.2
H -4.569399 5.141999 2.005273 0.1 -0.1 1.3
H -4.484957 3.949395 2.908761 -0.3 -0.7 -0.1
O 4.897533 0.281384 3.219955 0.2 -1.5 -2.9
H 4.397148 0.838075 2.602086 0.4 0.3 1.0
H 4.979348 0.545189 4.091310 -0.2 1.7 2.4
O -4.632083 0.459673 -4.578987 0.6 2.0 -1.4
H -5.272030 0.259498 -5.321462 1.3 0.8 1.0
H -4.127869 1.352704 -4.769661 -1.8 -2.7 0.4
O -1.500886 0.378053 -7.181657 1.6 2.9 1.8
H -1.760781 0.918579 -6.373610 0.2 -1.3 -1.7
H -2.113245 -0.297713 -7.318209 -1.8 -1.6 0.0
O 2.711755 1.439780 -2.046692 2.2 -3.0 0.3
H 3.161344 0.592223 -2.452479 -0.2 1.7 2.1
H 2.244899 1.619873 -2.819634 -2.1 1.5 -2.3
O 0.108396 4.057514 -1.107408 -4.9 -0.6 -5.1
H 0.179792 4.404280 -0.296310 -1.0 2.3 4.9
H 1.109687 3.889015 -1.140404 -3.5 0.6 -1.9
O -3.582428 -3.283718 -4.883488 0.0 1.5 -1.8
H -4.088122 -2.679122 -4.313018 0.1 -1.2 0.5
H -3.200790 -4.047199 -4.502942 0.1 -0.8 1.2
O 1.386876 4.858158 4.527782 -0.1 2.2 -2.8
H 1.234865 4.900186 3.454219 0.6 0.0 3.8
H 1.605228 5.821295 4.779171 -0.5 -2.3 -0.6
O 5.163170 -2.540036 0.837043 1.9 -10.1 -6.9
H 5.056108 -1.745852 0.639387 -1.4 11.2 -2.3
H 5.120936 -2.713017 1.663145 -0.2 -1.3 9.0
O 0.928588 -4.946954 -1.082225 -0.9 1.2 0.1
H 1.128079 -5.052195 -1.999470 0.2 -0.2 -1.1
H 1.303726 -5.714263 -0.697196 0.6 -1.1 0.9
O -5.288710 -0.174709 0.715364 0.3 -0.1 -1.4
H -5.949106 0.109747 0.042884 0.5 -0.3 0.8
H -4.781057 -0.871939 0.209612 -0.9 0.4 0.7
O 1.850320 -4.661362 4.404244 -1.4 -1.0 2.7
H 2.145393 -4.259624 3.639209 1.1 1.3 -2.4
H 2.431936 -5.412358 4.494786 0.1 -0.2 0.3
O 4.230961 -0.739143 -1.966873 1.4 -1.7 -3.8
H 3.657590 -1.539197 -1.853500 0.6 0.1 -0.6
H 5.073510 -0.912220 -2.547621 -2.6 0.0 1.8
O -1.775614 6.934758 2.898287 -3.7 0.0 -6.6
H -2.171967 6.081812 2.976671 -1.1 -0.9 -0.2
H -1.305605 6.985532 3.609696 4.6 0.9 6.8

No. 2
22
Properties=species:S:1:pos:R:3:forces:R:3 method="wB97M-V/def2-TZVPD" lumo_ev=-3.529 gap_ev=10.81 total_charge=+1 homo_energy_ev=-14.340 e_tot_ev=-12000.5818
C 0.040698 -1.058130 1.541837 1.3 1.2 0.2
O 1.072057 -0.806677 2.496140 0.4 0.4 0.0
C -0.033755 0.109316 0.470457 -2.3 -2.4 0.1
C 0.217326 -0.377973 -0.960554 1.6 1.0 -0.2
C 1.684660 -0.804269 -1.183959 -1.2 0.5 0.1
O -0.005488 0.765556 -1.794966 0.1 -0.8 0.2
N 0.763441 1.251757 0.878395 0.8 1.0 1.7
H 0.382303 -1.928629 0.997810 -0.4 -0.5 0.2
H -0.893959 -1.175820 2.077654 -0.3 -0.3 -0.4
H 0.777482 -0.321819 3.280299 -0.3 -0.5 -0.1
H -1.102012 0.341529 0.478289 0.2 0.9 0.0
H -0.461291 -1.212144 -1.152251 -0.1 0.2 -0.1
H 1.909691 -1.617444 -0.502671 0.5 0.0 0.1
H 2.270537 0.106774 -1.044611 0.4 -0.3 0.2
H 1.851181 -1.115976 -2.210339 -0.1 -0.1 0.0
H -0.953636 0.800918 -1.915953 -0.7 0.3 -0.3
H 1.758030 1.024397 0.941832 0.3 0.0 -1.0
H 0.656514 1.398852 1.883905 -0.7 0.0 0.2
H 0.583343 2.184363 0.485801 0.1 -0.6 -0.8
H -3.460132 1.481662 -2.080197 -0.8 -0.3 0.1
H -3.878923 0.176477 -1.193385 0.0 0.8 -0.7
O -3.178076 0.777275 -1.493526 1.0 -0.5 0.6

No. 3
18
Properties=species:S:1:pos:R:3:forces:R:3 method="wB97M-V/def2-TZVPD" lumo_ev="0.320 / 0.321" gap_ev="6.95 / 6.95" homo_energy_ev="-6.631 / -6.632" e_tot_ev=-23113.5082
C 0.988529 1.691916 0.921870 -0.7 0.0 0.9
C -0.286303 -2.152804 0.969289 1.7 -1.9 3.7
C 0.220750 1.677363 -0.150470 -0.3 0.2 -2.7
C 0.776866 -1.088199 -0.791957 2.0 0.7 1.2
N 2.248191 1.144555 1.084924 1.0 -1.4 -1.1
N 2.005775 -0.383289 -1.120968 0.8 -1.6 -1.7
N 0.791180 -1.656133 0.442460 -0.3 0.8 -1.8
N -1.056201 2.229787 -0.199530 -0.7 0.3 2.3
O 1.967056 -1.594118 1.064647 0.4 -0.1 0.8
S 2.820789 -0.066652 0.332534 -0.3 1.0 0.1
H 0.515923 2.102631 1.790539 0.4 0.5 0.8
H -0.193038 -2.762822 1.914407 -0.1 1.0 -1.4
H -1.126799 -2.155138 0.380809 -1.8 0.1 -1.1
H 0.579914 1.187107 -1.056511 -0.3 0.7 0.2
H 0.136587 -1.592778 -1.420243 -0.9 -0.2 -1.9
H 2.622236 -0.754233 -1.993198 -1.5 0.8 3.0
H -1.283738 2.609596 0.737886 -0.1 -0.3 -1.0
H -1.458764 2.838363 -0.903303 0.9 -0.5 -0.3